No. 1
Density functional theory data (wB97M-V/def2-TZVPD) for a 2-piece molecular cluster, C20H30N8O3 overall.

Last column: natural (NBO) charge in e.
Atoms and positions in Å:
1 C -4.794 1.239 -0.892  -0.4057
2 N -3.438 1.521 -0.394  -0.6035
3 C -2.397 1.777 -1.252  0.5968
4 N -2.618 1.866 -2.536  -0.5601
5 C -1.564 2.139 -3.403  0.1787
6 C -1.796 2.209 -4.782  -0.2272
7 C -0.741 2.495 -5.648  0.1202
8 N -0.750 2.608 -7.034  -0.5359
9 C 0.484 2.886 -7.361  0.5636
10 N 0.918 3.086 -8.654  -0.6082
11 C -0.030 3.098 -9.779  -0.4034
12 N 1.299 2.965 -6.257  -0.5825
13 C 0.534 2.714 -5.145  0.1405
14 C 0.791 2.648 -3.776  -0.1856
15 C -0.271 2.356 -2.907  -0.2262
16 C -0.106 2.272 -1.470  0.6606
17 O 0.956 2.475 -0.902  -0.6256
18 N -1.162 1.922 -0.687  -0.6125
19 H -5.164 2.076 -1.494  0.2195
20 H -4.798 0.334 -1.508  0.2006
21 H -5.483 1.092 -0.054  0.2031
22 H -3.187 1.171 0.523  0.3892
23 H -2.791 2.042 -5.176  0.2288
24 H 1.830 3.509 -8.780  0.3925
25 H 0.502 3.243 -10.724  0.2050
26 H -0.757 3.908 -9.660  0.2004
27 H -0.570 2.146 -9.833  0.2165
28 H 2.296 3.143 -6.272  0.4111
29 H 1.791 2.819 -3.386  0.2314
30 H -1.076 2.107 0.299  0.4188
31 C -1.834 -1.104 1.943  -0.6156
32 C -0.888 -2.035 2.715  -0.3837
33 C 0.412 -1.365 3.239  -0.2097
34 C 1.193 -0.765 2.051  -0.6145
35 C 1.338 -2.326 4.045  -0.1160
36 N 0.563 -3.390 4.719  -0.6289
37 C 0.971 -4.620 5.032  0.6687
38 C 2.356 -5.089 4.635  -0.7190
39 O 0.235 -5.363 5.658  -0.6302
40 C 2.248 -1.563 5.042  0.6556
41 O 2.925 -0.611 4.678  -0.6377
42 N 2.266 -1.967 6.321  -0.6106
43 C 3.086 -1.363 7.370  -0.4123
44 H -2.057 -0.220 2.541  0.1957
45 H -1.388 -0.804 0.994  0.2104
46 H -2.763 -1.633 1.731  0.2170
47 H -1.463 -2.413 3.561  0.1880
48 H -0.629 -2.879 2.074  0.2044
49 H 0.115 -0.550 3.903  0.2028
50 H 1.397 -1.536 1.307  0.1983
51 H 0.629 0.043 1.587  0.2114
52 H 2.142 -0.340 2.378  0.2502
53 H 2.002 -2.805 3.326  0.2244
54 H -0.383 -3.177 4.996  0.4091
55 H 2.432 -5.115 3.550  0.2284
56 H 3.110 -4.421 5.045  0.2277
57 H 2.512 -6.092 5.031  0.2488
58 H 1.673 -2.744 6.571  0.4053
59 H 2.650 -0.410 7.677  0.2033
60 H 4.094 -1.179 6.991  0.2200
61 H 3.144 -2.030 8.232  0.2075

Values from the calculation:
- Net charge: 0
- Highest occupied orbital energy: -7.534 eV
- SMILES: CNc1nc2cc3nc(NC)[nH]c3cc2c(=O)[nH]1.CC[C@H](C)[C@H](NC(C)=O)C(=O)NC
- DFT total energy: -1443.98872 Ha
- Spin multiplicity: 1

***

No. 2
Density functional theory data (wB97M-V/def2-TZVPD) for C56H52Cl2CsN2O4P2SSeTe as an isolated structure.

Last column: Mulliken charge in e.
Atoms and positions in Å:
1 Cs -0.732 0.554 0.952  2.3280
2 Cl -2.255 0.210 3.935  0.0365
3 C -0.583 -0.214 4.257  0.3296
4 Cl 0.464 1.123 3.797  -0.0953
5 H -0.327 -1.074 3.644  -0.6143
6 H -0.451 -0.411 5.314  0.5784
7 C 6.869 3.108 -1.558  -1.8254
8 C 5.852 2.117 -2.151  1.8337
9 C 6.416 1.506 -3.447  -1.7400
10 C 5.594 1.002 -1.147  0.4232
11 C 6.645 0.239 -0.650  -0.3461
12 C 6.432 -0.776 0.265  -1.4688
13 C 5.148 -1.043 0.715  0.0202
14 C 4.069 -0.307 0.248  -0.2882
15 P 2.307 -0.568 0.779  0.6547
16 C 2.631 -1.101 2.503  0.3626
17 C 1.920 -2.147 3.088  -1.1933
18 C 2.100 -2.454 4.431  -0.5486
19 C 2.983 -1.716 5.206  -0.6712
20 C 3.683 -0.661 4.636  -0.6276
21 C 3.503 -0.353 3.298  -0.6346
22 C 2.036 -2.165 -0.085  0.6836
23 C 2.657 -3.358 0.286  0.1392
24 C 2.434 -4.518 -0.436  -0.7694
25 C 1.586 -4.503 -1.536  -0.8486
26 C 0.964 -3.324 -1.913  -0.3458
27 C 1.194 -2.160 -1.192  -0.1932
28 C 4.313 0.697 -0.695  -1.0271
29 O 3.206 1.358 -1.135  -0.2188
30 C 3.340 2.447 -1.946  -0.6601
31 C 2.138 3.109 -2.226  -0.0651
32 C 2.177 4.219 -3.053  -0.3571
33 C 3.382 4.642 -3.597  -1.6597
34 C 4.553 3.965 -3.308  -0.4339
35 C 4.559 2.856 -2.467  0.6203
36 P 0.625 2.375 -1.451  1.1463
37 C -0.495 3.820 -1.634  0.6957
38 C -1.185 4.155 -2.798  -0.2470
39 C -1.935 5.320 -2.853  -0.8347
40 C -2.007 6.159 -1.750  -0.5292
41 C -1.340 5.825 -0.582  -0.7448
42 C -0.592 4.657 -0.525  -0.5381
43 C 0.095 1.304 -2.842  0.8725
44 C 0.997 0.731 -3.737  -0.4772
45 C 0.543 -0.105 -4.746  -0.6400
46 C -0.813 -0.365 -4.878  -0.7577
47 C -1.712 0.193 -3.984  -0.7688
48 C -1.264 1.007 -2.956  -0.4664
49 H 7.817 2.615 -1.342  0.3948
50 H 6.479 3.535 -0.634  0.3886
51 H 7.065 3.924 -2.256  0.3944
52 H 7.348 0.974 -3.248  0.4111
53 H 6.615 2.285 -4.186  0.3897
54 H 5.702 0.802 -3.874  0.3374
55 H 7.656 0.444 -0.981  0.3859
56 H 7.268 -1.356 0.637  0.3991
57 H 4.985 -1.823 1.447  0.3906
58 H 1.198 -2.699 2.497  0.7287
59 H 1.545 -3.270 4.877  0.4462
60 H 3.120 -1.954 6.254  0.3773
61 H 4.368 -0.074 5.236  0.4087
62 H 4.039 0.481 2.860  0.4611
63 H 3.305 -3.391 1.152  0.2656
64 H 2.919 -5.439 -0.135  0.4338
65 H 1.407 -5.415 -2.093  0.3818
66 H 0.280 -3.300 -2.752  0.5569
67 H 0.702 -1.243 -1.495  0.2156
68 H 1.265 4.757 -3.272  0.4997
69 H 3.407 5.501 -4.255  0.3966
70 H 5.483 4.310 -3.744  0.3425
71 H -1.142 3.503 -3.661  0.4861
72 H -2.466 5.573 -3.763  0.4225
73 H -2.601 7.064 -1.795  0.3857
74 H -1.422 6.452 0.295  0.4011
75 H -0.094 4.385 0.399  0.3483
76 H 2.058 0.934 -3.654  0.4222
77 H 1.253 -0.546 -5.436  0.4135
78 H -1.165 -1.020 -5.665  0.3347
79 H -2.771 -0.014 -4.071  0.4728
80 H -1.977 1.401 -2.238  0.5803
81 O -2.090 -2.083 -2.177  -0.4425
82 H -1.730 -2.262 -1.300  0.2738
83 H -2.722 -1.366 -1.992  0.1887
84 O -0.905 -1.713 1.832  -1.1060
85 O -1.625 -2.313 0.656  -0.3515
86 Se -3.598 0.370 -0.010  -1.0973
87 C -4.590 3.782 0.880  -0.6195
88 N -4.381 3.436 2.269  0.3992
89 C -5.054 2.434 2.942  -0.1146
90 C -4.588 2.405 4.204  -0.9693
91 N -3.602 3.378 4.278  0.1111
92 C -3.469 4.016 3.085  -0.0145
93 S -2.419 5.274 2.757  -0.4964
94 H -5.600 4.170 0.739  0.2814
95 H -4.442 2.893 0.263  0.0424
96 H -3.861 4.540 0.604  0.0638
97 H -5.780 1.819 2.441  0.4569
98 H -4.846 1.780 5.039  0.4611
99 H -3.010 3.587 5.059  0.1936
100 Te -3.253 -1.837 1.576  0.9390
101 C -3.356 -3.839 2.493  0.0367
102 C -4.407 -3.985 3.389  -0.3560
103 C -4.728 -5.224 3.926  -0.6804
104 C -3.988 -6.342 3.563  -0.4285
105 C -2.927 -6.207 2.678  -0.6661
106 C -2.611 -4.961 2.150  -0.0834
107 C -4.642 -2.706 0.228  0.6339
108 C -5.944 -2.222 0.195  -0.3888
109 C -6.872 -2.783 -0.669  -0.5921
110 C -6.494 -3.816 -1.515  -0.5108
111 C -5.195 -4.300 -1.482  -0.6976
112 C -4.272 -3.756 -0.600  -0.1670
113 H -4.994 -3.107 3.662  0.2329
114 H -5.552 -5.321 4.624  0.3869
115 H -4.235 -7.317 3.966  0.3376
116 H -2.343 -7.076 2.393  0.3937
117 H -1.774 -4.857 1.467  0.4192
118 H -6.214 -1.381 0.821  0.2697
119 H -7.885 -2.399 -0.696  0.3916
120 H -7.211 -4.242 -2.207  0.3576
121 H -4.898 -5.103 -2.146  0.3854
122 H -3.260 -4.138 -0.568  0.1641

Values from the calculation:
- Net charge: -1
- Highest occupied orbital energy: -3.583 eV
- DFT total energy: -7266.44021 Ha
- Relative energy (zero: lowest compared OMol25 entry of this formula, charge and spin): 24.10 kcal/mol
- Spin multiplicity: 1